# 1
Density functional theory data (the ωB97M-V functional and the def2-TZVPD basis) for a molecular structure, C10H15F5N3OSSnTe.

```
! wB97M-V def2-TZVPD RIJCOSX def2/J DEFGRID3
* xyz 1 1
Sn -1.59723 -1.84536 -1.21456
F 0.35577 1.03333 -1.56368
Te -1.19976 1.53824 -2.50622
F -0.37801 0.83884 -4.01644
F -2.61214 2.15929 -3.49405
F -1.83706 2.35820 -0.96875
F -0.32834 3.11737 -2.84142
O -2.03352 -0.04306 -2.12073
S -0.60491 -1.19838 1.07592
C -0.98660 0.41330 1.63392
N -1.98896 0.56491 2.48636
C -2.29622 1.83930 3.14056
C -1.90767 2.97745 2.21358
C -0.46501 2.81448 1.76485
N -0.23769 1.44166 1.29934
H -2.49429 -0.26858 2.73880
H -1.75730 1.89956 4.08857
H -3.36261 1.85503 3.35476
H -2.02053 3.92831 2.73116
H -2.56613 2.98497 1.34702
H 0.22784 3.02930 2.58039
H -0.23628 3.48516 0.93841
H 0.49395 1.26278 0.63054
N 0.46397 -1.85560 -2.42313
C 1.49993 -2.30689 -1.51795
C 1.44674 -3.60954 -1.04417
C 2.37792 -4.03343 -0.10622
C 3.35155 -3.15912 0.35310
C 3.39761 -1.86115 -0.13419
C 2.46995 -1.42619 -1.06971
H 0.33357 -2.52844 -3.17514
H 0.69737 -0.96605 -2.85672
H 0.69656 -4.29982 -1.41667
H 2.34383 -5.05093 0.25853
H 4.07916 -3.49190 1.08013
H 4.16655 -1.18186 0.20889
H 2.50799 -0.41515 -1.45508
*
```

Properties
Energy above the lowest of the compared OMol25 structures with the same formula, charge and spin (kJ/mol): 0.00
HOMO energy (eV): -12.1
Orbital gap (eV): 8.146


# 2
Density functional theory data (the ωB97M-V functional and the def2-TZVPD basis) for a molecular structure, C10H15F6N8O5PS3 in a non-equilibrium geometry.

```
! wB97M-V def2-TZVPD RIJCOSX def2/J DEFGRID3
* xyz 0 1
N -1.65683 0.04209 -1.96558
P -0.41383 -0.15092 -2.84572
N 1.04156 0.11300 -1.91663
N 2.01183 1.06189 -2.17677
C 2.91458 0.97775 -1.19929
C 4.10869 1.85432 -1.06406
C 4.36277 2.19597 0.40484
C 3.51098 3.36523 0.92295
C 2.27404 3.00256 1.73835
S 0.74973 2.56346 0.84784
C 0.53692 3.74862 -0.40877
N -0.63798 4.14513 -0.75572
N -0.45838 4.99297 -1.84764
C 0.80180 5.05022 -2.04779
O 1.51494 4.28079 -1.19813
N 2.60773 0.02488 -0.34573
C 1.45075 -0.50665 -0.78237
N 0.82775 -1.47237 -0.15472
H -2.26474 -0.76965 -1.91374
H -0.27563 0.81900 -3.84982
H -0.24424 -1.42148 -3.41765
H 2.01622 1.70172 -2.95107
H 4.96472 1.39686 -1.54990
H 3.88957 2.79505 -1.56655
H 4.29028 1.31397 1.03190
H 5.39666 2.52515 0.46852
H 3.27401 4.02506 0.10274
H 4.15687 3.93705 1.58529
H 2.07367 3.77292 2.47473
H 2.50302 2.10427 2.30656
H 1.24159 5.64953 -2.82154
H -0.03554 -1.90379 -0.46155
H 1.20462 -1.74989 0.73573
C -4.13867 -2.74420 -0.64017
F -3.56795 -2.58850 -1.85155
F -4.20410 -1.54277 -0.06263
F -5.37592 -3.18635 -0.81660
S -3.09915 -3.91242 0.32331
O -1.81451 -3.25452 0.41641
O -3.12622 -5.12265 -0.44314
N -3.93530 -3.91943 1.65055
S -3.35338 -4.84404 2.81138
O -2.12989 -4.36887 3.39306
O -3.44562 -6.25094 2.56040
C -4.64484 -4.49943 4.07457
F -5.85315 -4.86402 3.64392
F -4.68687 -3.20020 4.38280
F -4.36253 -5.18635 5.17900
*
```

Properties
HOMO energy (eV): -8.5
Orbital gap (eV): 7.570


# 3
Density functional theory data (the ωB97M-V functional and the def2-TZVPD basis) for a molecular structure, C10H15Hf in a non-equilibrium geometry.

```
! wB97M-V def2-TZVPD RIJCOSX def2/J DEFGRID3
* xyz 3 1
Hf -0.35573 -0.02760 0.16746
C -0.68156 -2.13132 -1.70611
C 0.15522 -2.15735 -0.69243
C 1.44277 -1.33681 -0.70136
C 1.42885 -0.21450 -1.83734
C 0.49405 -0.31375 -2.73315
C -0.69956 -1.32687 -2.81327
H -1.74695 -2.62090 -1.54825
H 0.23938 -3.03907 -0.03277
H 2.45923 -1.79515 -0.54603
H 2.26334 0.52119 -1.72493
H 0.38121 0.50359 -3.44051
H -1.41216 -0.93737 -3.50405
C -1.71007 1.38260 -0.94996
C 0.14547 1.25428 2.49797
C 1.34568 0.53236 2.60979
C -0.85329 0.90480 3.21350
H -1.97501 2.01919 0.01915
H -2.54576 1.48749 -1.65523
H -1.15195 2.10551 -1.46698
H 0.13475 2.29539 1.97166
H 1.47363 -0.36162 3.39804
H 1.86390 1.44376 2.81597
H 2.06105 0.39860 1.52347
H -1.77349 1.51470 3.41530
H -0.98302 -0.10115 3.72006
*
```

Properties
HOMO energy (eV): -22.0
Orbital gap (eV): 6.895


# 4
Density functional theory data (the ωB97M-V functional and the def2-TZVPD basis) for 2 unconnected molecules or ions with the total composition C10H15IN5.

```
! wB97M-V def2-TZVPD RIJCOSX def2/J DEFGRID3
* xyz 1 1
C 1.16180 2.62014 -0.77290
C 0.40538 1.52308 -0.03447
C 1.22284 0.23282 0.27285
I 0.33154 -1.48031 -0.69700
C 2.66007 0.32777 -0.10646
N 3.54394 1.07566 0.54174
C 4.69608 0.93423 -0.11219
N 5.84525 1.52409 0.22391
N 4.54011 0.08858 -1.14349
N 3.23066 -0.27348 -1.14738
H 0.46088 3.40384 -1.05308
H 1.62662 2.26397 -1.69379
H 1.92713 3.07927 -0.15036
H -0.46120 1.24605 -0.62648
H 0.06019 1.91471 0.91999
H 1.18375 -0.01276 1.33003
H 5.94102 1.82723 1.17870
H 6.55234 1.79123 -0.43659
H 5.21648 -0.23814 -1.81438
H 2.78390 -0.90910 -1.79767
N -4.72538 -0.49670 -0.10680
C -5.89258 -1.00236 0.28268
C -6.02054 -2.21791 0.94061
C -4.87550 -2.94895 1.20785
C -3.65177 -2.43492 0.80704
C -3.63515 -1.21117 0.15702
H -6.76718 -0.40358 0.05575
H -6.99617 -2.57848 1.23486
H -4.93472 -3.90089 1.71887
H -2.73065 -2.97101 0.99490
H -2.69915 -0.77293 -0.17376
*
```

Properties
HOMO energy (eV): -11.5
Orbital gap (eV): 8.267


# 5
Density functional theory data (the ωB97M-V functional and the def2-TZVPD basis) for 2 unconnected molecules or ions with the total composition C10H15N2 in a non-equilibrium geometry.

```
! wB97M-V def2-TZVPD RIJCOSX def2/J DEFGRID3
* xyz 1 1
C -1.08946 -0.55842 -1.70210
C 0.11113 0.08895 -1.45221
C -1.94989 0.35989 0.25938
C -2.09209 -0.57574 -0.75659
C 0.25534 0.85747 -0.21064
C 2.04963 -1.58069 -0.38259
C 2.79226 -0.88156 0.35849
C -3.29828 -1.38775 -0.95502
C 3.58287 -0.44693 1.48021
C -0.94375 2.09839 1.53185
N -0.91136 1.06728 0.52271
N 1.31755 1.34420 0.29783
H -1.26231 -1.10541 -2.64609
H 0.81504 0.22721 -2.22488
H -2.97398 0.62069 0.68977
H 1.36514 -0.93364 -1.00448
H 2.22327 -2.52554 -0.91730
H -3.81014 -1.49483 0.07111
H -3.00542 -2.15734 -1.62378
H -4.05923 -0.79070 -1.51333
H 3.03327 0.12750 2.20665
H 4.31624 0.21276 0.96229
H 4.10075 -1.23484 2.12544
H -1.95974 2.28307 1.95396
H -0.18263 2.02562 2.30371
H -0.59235 2.96672 0.92298
H 2.16813 1.39365 -0.29739
*
```

Properties
Energy above the lowest of the compared OMol25 structures with the same formula, charge and spin (kJ/mol): 558.60
HOMO energy (spin up / spin down) (eV): -11.6 / -11.6
Orbital gap (spin up / spin down) (eV): 6.675 / 6.668


# 6
Density functional theory data (the ωB97M-V functional and the def2-TZVPD basis) for 2 unconnected molecules or ions with the total composition C10H15N2P in a non-equilibrium geometry.

```
! wB97M-V def2-TZVPD RIJCOSX def2/J DEFGRID3
* xyz 0 3
C -0.67581 3.30660 0.05125
C 0.05028 2.67717 -0.94545
C -1.35017 2.54913 0.94558
C 0.06930 1.25742 -1.02329
C -1.60958 1.23324 0.68448
C -0.85225 0.55085 -0.29435
C -2.67643 -1.37557 -0.28533
C 3.09656 -0.69694 0.53100
C -3.21791 -2.77592 -0.11259
C 3.83325 -0.75990 -0.86269
N 0.99002 -1.10153 1.61293
N 1.83483 -1.05250 0.60829
P -1.04993 -1.30249 -0.17452
H -0.74170 4.30000 0.28905
H 0.73357 3.04060 -1.71630
H -1.80697 3.12524 1.77032
H 0.64782 0.62838 -1.59807
H -2.24781 0.77384 1.39307
H -3.26027 -0.60738 -0.59495
H 3.57418 -0.06740 1.33261
H -3.98688 -3.01703 -0.96535
H -3.83336 -2.75396 0.75154
H -2.44711 -3.42181 -0.13360
H 3.21950 -0.70983 -1.77780
H 4.27521 -1.74911 -0.86832
H 4.43337 0.11403 -0.75883
H 1.46731 -0.81497 2.45484
H 1.53097 -1.35016 -0.31353
*
```

Properties
Energy above the lowest of the compared OMol25 structures with the same formula, charge and spin (kJ/mol): 258.85
HOMO energy (spin up / spin down) (eV): -5.6 / -8.3
Orbital gap (spin up / spin down) (eV): 6.346 / 7.780
⟨S²⟩: 2.0074


# 7
Density functional theory data (the ωB97M-V functional and the def2-TZVPD basis) for a single C10H15N3 molecule in a non-equilibrium geometry.

```
! wB97M-V def2-TZVPD RIJCOSX def2/J DEFGRID3
* xyz 0 1
C 1.59157 -1.66304 -1.67001
N 1.73617 -0.75718 -0.36651
C 2.61992 -1.40079 0.56351
C 2.26884 -0.65868 1.93197
C 0.81060 -0.20413 1.63641
C 0.43612 -0.76039 0.32291
C -0.68277 0.09559 -0.25619
C -0.54736 1.20657 -1.08414
C -1.60539 2.02004 -1.16161
C -2.80896 1.84454 -0.40010
N -3.77811 2.80941 -0.45252
N -3.05610 0.68008 0.12625
C -1.94810 -0.18654 0.26505
H 2.17409 -1.00144 -2.32431
H 0.53341 -1.74770 -1.93491
H 2.01535 -2.64873 -1.32275
H 3.61836 -1.44210 0.07947
H 2.34893 -2.46827 0.56758
H 2.40723 -1.48671 2.80430
H 2.92269 0.11188 2.30635
H 0.67090 0.85531 1.66949
H 0.04421 -0.52789 2.36421
H 0.11355 -1.85134 0.27540
H 0.19026 1.25438 -1.88611
H -1.57425 2.99015 -1.69838
H -3.69363 3.39677 -1.23033
H -4.68621 2.53021 -0.16065
H -2.12132 -0.99000 1.03560
*
```

Properties
Energy above the lowest of the compared OMol25 structures with the same formula, charge and spin (kJ/mol): 211.63
HOMO energy (eV): -8.2
Orbital gap (eV): 9.229
SMILES: CN1CCC[C@H]1c1ccc(N)nc1